(1)
Density functional theory data (the ωB97M-V functional and the def2-TZVPD basis) for a structure of composition C15H31CrNO3P2 at a distorted geometry.

Each line ends with the Mulliken charge.
Geometry (Å):
P 0.516 -2.335 -1.779  0.87
P 0.633 2.681 -1.142  1.08
C 0.708 0.516 -3.065  -0.27
C 1.116 1.974 -2.839  -0.70
H 1.573 -0.192 -3.084  0.30
H -0.020 0.162 -2.286  -0.14
H 2.212 2.029 -2.905  0.37
H 0.700 2.640 -3.621  0.13
C -1.143 2.844 -1.513  -1.25
H -1.642 3.400 -0.718  0.42
H -1.573 1.840 -1.576  0.24
H -1.280 3.363 -2.467  0.43
C 1.316 4.317 -0.859  -1.15
H 0.860 5.068 -1.512  0.36
H 2.402 4.329 -1.007  0.34
H 1.106 4.582 0.185  0.33
C -0.760 -3.412 -2.569  -1.30
H -1.005 -4.244 -1.900  0.50
H -0.390 -3.792 -3.530  0.30
H -1.664 -2.815 -2.742  0.25
C 2.005 -3.257 -2.328  -1.33
H 2.828 -2.538 -2.380  0.34
H 1.826 -3.690 -3.320  0.32
H 2.266 -4.046 -1.617  0.42
Cr -0.218 -0.026 -4.896  0.16
C 0.144 1.376 -6.249  0.23
C -1.288 1.290 -5.938  -0.67
C -2.279 0.602 -6.863  -0.95
C -1.871 -0.857 -7.146  -0.97
C -1.049 -1.449 -6.006  -0.35
C 0.421 -1.524 -6.066  -0.12
C 1.248 -0.820 -7.100  -0.97
C 0.793 0.649 -7.397  -0.96
C 0.326 -2.809 -0.031  -1.16
H 0.689 2.292 -5.959  0.46
H -1.731 2.113 -5.352  0.47
H -2.413 1.158 -7.803  0.31
H -3.265 0.615 -6.371  0.46
H -2.781 -1.456 -7.305  0.40
H -1.298 -0.896 -8.083  0.23
H -1.565 -2.260 -5.474  0.64
H 0.890 -2.444 -5.689  0.40
H 1.283 -1.373 -8.053  0.31
H 2.289 -0.789 -6.743  0.44
H 1.714 1.204 -7.630  0.39
H 0.154 0.659 -8.296  0.29
H 1.286 -2.698 0.499  0.35
H -0.060 -3.841 0.014  0.39
H -0.406 -2.104 0.400  0.18
O -1.810 -0.012 0.587  -0.34
N -1.601 1.125 1.004  0.65
O -1.283 1.450 2.141  -0.36
O 0.977 1.725 -0.047  -0.77

For the energy above the lowest of the compared OMol25 structures with the same formula, charge and spin, the calculation gives 1.968 eV. The spin multiplicity is 5. The gap between HOMO and LUMO (spin up / spin down) comes out at 7.32 / 5.47 eV. For the largest force on an atom, the calculation gives 0.0790 Eh/bohr. As for the molecular weight: 387.36 g/mol. As for the expectation value of S²: 6.043. The value obtained for the LUMO energy (spin up / spin down) is 0.284 / -1.878 eV. As for the HOMO energy (spin up / spin down): -7.03 / -7.35 eV.

(2)
Density functional theory data (the ωB97M-V functional and the def2-TZVPD basis) for a structure of composition C15H31FP2Pb at a distorted geometry.

Each line ends with the Mulliken charge.
Geometry (Å):
P -0.539 -1.878 -4.680  1.40
P -0.582 1.983 -4.909  0.96
C -0.971 -0.568 -5.873  -1.10
C -0.018 0.610 -5.875  -0.60
H -2.040 -0.328 -5.745  0.34
H -0.902 -1.048 -6.861  0.59
H 1.214 0.217 -5.457  -0.49
H 0.132 0.953 -6.910  0.84
C -2.289 2.439 -4.985  -1.25
H -2.599 2.966 -4.078  0.31
H -2.952 1.585 -5.156  0.39
H -2.395 3.124 -5.838  0.40
C 0.279 3.293 -5.848  -1.88
H -0.345 3.534 -6.718  0.47
H 1.266 2.944 -6.185  0.52
H 0.418 4.185 -5.223  0.40
C -2.015 -2.841 -4.168  -1.49
H -2.069 -2.907 -3.064  0.28
H -1.832 -3.851 -4.584  0.55
H -2.967 -2.485 -4.617  0.36
C 0.079 -3.019 -6.003  -1.95
H 0.930 -2.649 -6.591  0.41
H -0.766 -3.140 -6.693  0.52
H 0.329 -4.000 -5.589  0.44
Pb -3.608 -0.619 -2.653  1.08
C 2.069 2.067 -3.867  -1.27
C 0.737 1.928 -3.408  -0.06
C 0.154 0.629 -2.753  0.38
C 1.033 -0.622 -2.653  -1.67
C 1.353 -1.372 -3.979  0.11
C 2.096 -0.623 -5.033  -0.34
C 3.401 0.050 -4.572  -1.12
C 3.211 1.198 -3.560  -0.89
C -2.337 -1.415 -0.932  -1.38
H 2.343 2.988 -4.405  0.48
H 0.357 2.835 -2.900  0.90
H -0.797 0.344 -3.275  -0.91
H -0.270 0.898 -1.768  0.51
H 1.928 -0.369 -2.062  0.58
H 0.431 -1.300 -2.019  0.41
H 1.814 -2.343 -3.702  0.68
H 2.317 -1.270 -5.903  0.20
H 3.907 0.441 -5.462  0.40
H 4.099 -0.695 -4.149  0.33
H 3.230 0.838 -2.523  0.31
H 4.121 1.813 -3.640  0.43
H -1.944 -0.450 -0.597  0.32
H -1.474 -2.058 -1.122  0.32
H -3.016 -1.857 -0.178  0.44
F -4.164 1.163 -1.680  -0.69

For the energy above the lowest of the compared OMol25 structures with the same formula, charge and spin, the calculation gives 7.124 eV. The gap between HOMO and LUMO (spin up / spin down) comes out at 3.48 / 3.48 eV. For the largest force on an atom, the calculation gives 0.0755 Eh/bohr. As for the molecular weight: 499.56 g/mol. The value obtained for the LUMO energy (spin up / spin down) is -1.287 / -1.287 eV. As for the HOMO energy (spin up / spin down): -4.77 / -4.77 eV.